No. 1
This record from the OMol25 dataset describes C28H29N6NaO6Se2 as an isolated structure. The level of theory is ωB97M-V/def2-TZVPD.

Last column: Löwdin charge in e.
Cartesian coordinates (Å):
H (-3.113, 0.518, 1.176)  0.0526
Se (0.992, 0.497, 2.930)  0.9356
Se (-1.504, 2.974, 2.234)  0.8883
H (0.047, 2.044, 4.665)  0.0466
C (0.760, 2.218, 3.856)  -0.5680
C (-0.132, 1.892, -4.287)  0.0140
C (-3.998, 0.619, -1.462)  -0.1464
H (1.102, 4.559, -2.605)  0.1173
Na (-0.094, -0.489, -0.234)  0.2534
C (-0.907, -0.335, -3.351)  -0.6413
H (-2.424, -3.744, 3.437)  0.1023
C (0.729, 3.568, -2.818)  0.0491
H (-0.840, 4.807, 0.655)  0.0033
C (-3.822, 0.526, -2.825)  -0.0264
H (-1.601, 5.506, 2.121)  0.0090
H (-0.428, 1.527, -5.263)  0.1101
O (1.625, 2.045, 0.283)  -0.0674
H (5.982, -2.144, -0.719)  0.0902
H (0.571, -0.390, 5.280)  0.0109
H (0.283, -1.620, 4.032)  0.0061
C (-1.704, -2.280, 2.079)  -0.1998
H (5.084, -0.168, -1.975)  0.0899
N (-3.278, 1.590, -4.906)  0.1034
O (-1.387, -0.575, -4.492)  -0.0806
H (4.416, -3.458, 0.707)  0.1026
C (1.756, -3.038, 1.049)  -0.1971
C (-3.519, 1.682, -3.541)  -0.3372
C (4.067, -2.611, 0.128)  -0.0464
C (0.289, 3.321, 2.930)  -0.5764
H (-2.865, 2.433, -5.275)  0.0718
N (0.165, 1.402, -1.972)  0.1773
H (-3.179, 3.805, -3.316)  0.1018
C (4.932, -1.878, -0.659)  -0.1005
H (-2.688, 0.769, -5.085)  0.0586
C (0.652, 2.631, -1.793)  -0.1576
C (-3.792, -2.071, 3.228)  -0.0909
H (-4.534, -2.444, 3.926)  0.0906
C (0.126, -0.578, 4.303)  -0.4136
C (-3.453, 2.879, -2.824)  -0.0282
O (1.246, 4.228, -0.146)  -0.0667
H (1.608, -4.026, 0.585)  0.1233
H (0.232, 3.603, -5.936)  0.0895
C (-3.662, 2.855, -1.455)  -0.1580
H (0.951, 3.426, 2.071)  0.0298
H (2.256, -3.258, 2.007)  0.1186
C (-1.654, 4.714, 1.373)  -0.4170
H (1.717, 2.499, 4.299)  0.0504
C (-0.397, -3.038, 1.872)  -0.5619
H (-4.169, -0.286, -0.886)  0.1016
C (-2.998, -0.427, 1.696)  -0.1572
C (-3.973, -0.853, 2.588)  -0.0771
C (3.092, -0.491, -1.241)  -0.1106
O (0.480, 4.067, -5.129)  0.0297
H (-2.618, 4.760, 0.868)  -0.0126
H (-0.943, -0.369, 4.327)  0.0176
H (-4.848, -0.241, 2.766)  0.0936
H (-3.576, 3.776, -0.887)  0.0824
O (-0.914, -1.060, -2.344)  -0.0223
H (2.655, 0.365, -1.742)  0.1003
C (1.220, 3.001, -0.406)  -0.6568
C (-0.252, 1.054, -3.187)  -0.1705
N (2.252, -1.209, -0.499)  0.1290
C (2.719, -2.246, 0.191)  -0.2429
O (-0.318, -4.193, 2.369)  -0.0754
N (0.513, -2.347, 1.236)  0.0142
C (0.358, 3.172, -4.089)  -0.3032
H (-3.824, -0.433, -3.324)  0.1166
N (-3.935, 1.753, -0.754)  0.0495
C (4.440, -0.785, -1.362)  -0.0800
H (0.238, 4.272, 3.467)  0.0604
N (-1.892, -1.123, 1.436)  0.1274
C (-2.642, -2.794, 2.969)  -0.0283

Summary:
Lowest unoccupied orbital energy in eV: 3.93
Total charge: -2
DFT total energy in eV: -185846.9343
Relative energy (zero: lowest compared OMol25 entry of this formula, charge and spin) in kcal per mole: 0.0
HOMO energy in eV: -2.51
Orbital gap in Eh: 0.23657



No. 2
This record from the OMol25 dataset describes C28H30AuN3O2S4 as an isolated structure. The level of theory is ωB97M-V/def2-TZVPD.

Last column: natural (NBO) charge in e.
Cartesian coordinates (Å):
C (-2.653, 3.418, 3.944)  -0.2165
N (-2.391, 1.490, 2.585)  -0.4527
O (-1.987, -1.227, 1.464)  -1.0312
C (-2.030, 3.504, 1.484)  -0.3457
H (-3.128, -1.411, -0.768)  0.2324
H (0.968, 0.855, -1.196)  0.2484
C (-1.752, 2.746, 0.381)  -0.1411
N (3.467, 0.919, 1.467)  -0.5918
C (1.158, 0.829, -2.263)  -0.2323
H (-3.264, -0.893, -3.067)  0.2489
H (-2.074, -0.770, -4.346)  0.2656
C (-2.660, 0.691, 3.625)  0.0790
H (3.271, 1.154, -2.092)  0.2113
O (-1.280, 0.098, -1.044)  -0.9909
S (-1.928, -2.620, 0.821)  1.3011
C (0.117, 0.626, -3.163)  -0.2878
H (3.678, 1.079, -4.512)  0.2402
C (1.620, 0.763, -5.016)  -0.1812
H (1.629, -5.360, -0.985)  0.2421
C (-2.193, -0.932, -3.276)  -0.5864
H (-3.375, -3.329, -2.570)  0.2382
C (-1.391, 3.500, -0.756)  -0.2985
C (-2.373, 2.841, 2.718)  0.2303
H (1.799, 0.744, -6.082)  0.2442
H (-0.649, -4.940, -0.133)  0.2327
H (3.359, 1.395, 0.592)  0.4201
H (-1.196, 5.651, -1.134)  0.2665
H (-0.485, 0.489, -5.238)  0.2289
C (1.942, -2.074, -0.209)  -0.1452
H (-3.169, 0.559, 5.687)  0.2549
C (-2.487, -3.111, -1.972)  -0.4165
H (3.287, -3.531, -1.029)  0.2348
C (2.441, 0.987, -2.765)  -0.1386
C (1.352, -4.367, -0.657)  -0.1935
C (2.485, 0.924, 2.382)  0.3384
H (5.505, 1.200, 1.956)  0.2196
C (-0.272, -2.846, 0.222)  -0.2929
H (4.956, 0.600, 4.173)  0.2213
H (-2.010, -4.074, -1.792)  0.2397
C (2.283, -3.338, -0.675)  -0.1926
C (-1.532, -2.231, -2.787)  -0.4247
H (5.091, -0.433, 1.417)  0.2089
H (-3.165, 3.037, 5.986)  0.2504
H (-1.189, -2.799, -3.650)  0.2476
C (4.376, 0.039, 3.442)  -0.2261
S (0.922, 1.521, 2.158)  -0.4059
C (-2.943, 2.601, 5.021)  -0.0880
S (-1.864, 5.168, 1.148)  0.5693
S (-1.531, 0.560, -2.502)  1.2783
C (-1.418, 4.835, -0.464)  -0.3626
H (2.396, 0.323, 4.340)  0.4315
C (2.674, 0.951, -4.133)  -0.1822
Au (-1.851, 0.797, 0.767)  1.3532
C (-2.976, -2.484, -0.670)  -0.5847
H (4.512, -1.024, 3.632)  0.2157
H (-2.639, 4.495, 4.042)  0.2510
H (-2.642, -0.371, 3.433)  0.2519
H (-1.132, 3.114, -1.729)  0.2314
H (0.406, -0.841, 0.642)  0.2388
C (0.069, -4.129, -0.188)  -0.2013
H (-0.642, -1.995, -2.201)  0.2367
N (2.961, 0.402, 3.513)  -0.5700
C (0.659, -1.816, 0.247)  -0.2270
H (-3.918, -2.929, -0.349)  0.2589
C (4.742, 0.424, 1.991)  -0.2262
C (-2.947, 1.221, 4.863)  -0.2428
H (2.679, -1.281, -0.193)  0.2121
C (0.330, 0.607, -4.536)  -0.1973

Summary:
Lowest unoccupied orbital energy in eV: -6.13
Total charge: +2
DFT total energy in eV: -85106.6004
Relative energy (zero: lowest compared OMol25 entry of this formula, charge and spin) in kcal per mole: 0.0
HOMO energy in eV: -13.27
Orbital gap in Eh: 0.26228